1.
ORCA calculation (the ωB97M-V functional and the def2-TZVPD basis) on a structure of composition C46H56BeBr2Cl4F9IKN6O12P2 at a distorted geometry.

Geometry as XYZ:
```
140
Properties=species:S:1:pos:R:3
I 8.55 1.00 2.98
Br -0.03 -3.80 -7.78
Br -1.83 -3.70 -4.56
K -4.97 -7.97 0.93
Cl 6.34 0.10 -8.90
Cl 3.86 -0.16 -10.40
Cl 4.41 -1.95 -8.18
Cl 0.78 -1.63 -1.66
P 1.63 2.11 -6.10
P -7.88 -5.47 5.82
F -2.13 -2.03 -0.83
F -0.83 -3.79 -0.47
F -8.95 -5.97 4.70
F -7.59 -4.33 6.94
F -9.04 -5.72 6.93
F -7.90 -4.26 4.73
F -7.50 -7.05 6.02
F -6.26 -5.53 5.61
F -2.47 -3.33 0.92
O 2.79 2.07 -7.10
O 1.53 4.91 5.23
O 2.32 2.02 3.31
O 6.43 6.04 3.54
O -2.59 3.76 10.06
O 2.73 0.61 -1.34
O -1.77 5.67 9.29
O 5.42 7.48 4.79
O 1.21 5.29 7.38
O -1.39 3.85 8.14
O 3.20 4.49 6.65
O 5.55 7.80 2.67
N 0.75 3.30 -6.97
N -0.53 1.98 5.63
N 5.80 7.11 3.66
N 1.13 0.51 -6.46
N 0.40 2.26 -4.84
N -4.95 -2.50 -4.60
C -5.50 -5.63 1.97
C -5.36 -1.83 -5.69
C 2.78 0.26 -0.19
C 5.34 1.06 2.82
C -4.79 -5.62 3.33
C 0.27 3.03 -8.32
C -4.09 -1.87 -3.79
C 5.39 0.19 -0.12
C 5.38 1.48 4.32
C -1.02 2.50 -4.95
C 2.63 1.12 2.58
C 4.12 0.43 0.59
C 4.99 2.99 4.60
C -4.43 -4.30 3.86
C -0.58 -1.35 2.29
C -3.62 -0.59 -4.02
C 4.62 -0.31 -8.81
C -4.95 -0.55 -6.00
C -4.06 0.08 -5.15
C 5.96 3.73 5.62
C -3.12 -1.14 2.81
C 0.59 -1.24 0.08
C 0.78 1.74 -3.53
C -5.83 -4.38 1.25
C -0.52 -1.79 0.90
C -0.20 -0.03 -6.65
C -1.95 4.33 9.19
C 0.62 -4.14 -5.97
C 2.03 -0.55 -6.03
C 4.51 0.43 5.15
C 6.60 0.81 2.07
C 1.53 0.10 2.06
C 6.62 0.40 0.65
C 1.40 4.61 -6.97
C 0.37 0.03 4.39
C -1.48 -2.75 0.18
C -4.73 -3.07 3.12
C -1.73 -1.83 3.22
C 0.43 -0.43 2.88
C -5.45 -3.07 1.81
C -0.40 -4.88 -5.15
C -0.44 1.39 4.50
C 2.04 4.88 6.50
C 1.60 -0.32 0.63
C -4.27 -1.72 3.76
C 4.08 0.87 2.02
Be 0.48 1.76 7.84
H -1.59 1.59 -4.74
H 0.67 5.25 5.52
H -1.33 2.88 -5.92
H 3.07 -0.23 -6.09
H 4.70 -0.58 4.68
H -0.91 0.70 -7.03
H -6.37 -4.47 0.28
H 5.38 -0.10 -1.19
H 0.33 2.32 -2.73
H -3.01 -0.06 3.11
H 1.05 3.16 -9.08
H -3.72 1.09 -5.36
H 1.84 -0.84 -4.99
H -1.58 -1.63 4.31
H -5.14 -1.02 3.85
H 0.48 0.69 -3.42
H 1.42 0.27 4.71
H -0.12 2.02 -8.43
H -3.91 -4.25 4.84
H 0.00 1.37 6.31
H 1.77 4.85 -5.97
H 0.01 -0.76 5.08
H -1.82 -2.95 3.11
H -6.06 -2.37 -6.32
H 3.97 2.99 5.08
H 0.05 -5.27 -4.24
H 4.87 0.36 6.21
H -3.77 -2.44 -2.93
H 5.75 4.83 5.55
H -1.24 5.74 8.46
H -5.78 -6.65 1.52
H 5.66 3.42 6.65
H 4.14 0.39 -8.13
H 7.05 3.61 5.39
H -3.85 -1.95 4.78
H -4.57 -6.58 3.86
H -0.87 -5.70 -5.70
H -5.70 -2.13 1.27
H -0.19 -0.84 -7.38
H 4.90 3.61 3.67
H -0.88 1.83 3.58
H 3.43 0.70 5.16
H -0.56 3.70 -8.55
H -0.61 -0.44 -5.71
H -1.33 3.25 -4.21
H 1.86 1.80 -3.39
H 1.52 -4.74 -6.10
H 0.69 5.39 -7.25
H 7.60 0.23 0.14
H 1.94 -1.43 -6.66
H 0.89 -3.17 -5.55
H 2.25 4.64 -7.65
H -2.93 -0.13 -3.32
H -5.31 -0.06 -6.89
H -3.36 -1.26 1.72
H 6.44 1.36 4.71
```

Summary:
E_HOMO = -5.4 eV
Orbital gap = 0.0703 Eh
E = -12500.0189 hartree
Charge = -1

Results of the Mulliken charge analysis, in e, for atoms 1 through 99: 0.035 -0.144 -0.001 1.034 -0.145 -0.146 -0.148 -0.048 1.221 1.009 -0.139 -0.269 -0.344 -0.342 -0.330 -0.313 -0.365 -0.304 -0.160 -0.996 -0.382 -0.497 -0.533 -0.620 -0.348 -0.473 -0.555 -0.542 -0.518 -0.518 -0.618 0.233 -0.565 1.033 0.309 0.083 -0.452 -1.038 -0.341 -0.219 0.508 -0.513 -1.121 -1.149 -1.053 0.531 -0.885 0.191 0.381 -0.007 -0.418 -0.031 -0.166 0.750 -0.477 -0.327 -1.228 -0.203 0.524 -1.247 -0.808 0.146 -0.940 0.670 -0.213 -0.788 -1.366 -0.909 0.589 -0.496 -1.153 0.229 0.461 0.958 -0.973 -0.442 -0.429 -0.661 -0.134 0.668 -0.183 -1.330 0.362 0.527 0.071 0.298 0.320 0.397 0.354 0.310 0.398 0.416 0.471 0.370 0.324 0.440 0.003 0.364 0.397

2.
ORCA calculation (the ωB97M-V functional and the def2-TZVPD basis) on a cluster of 7 separate species, C46H56FNO2S in total at a distorted geometry.

Geometry as XYZ:
```
107
Properties=species:S:1:pos:R:3
S -2.92 -1.65 -0.42
F -1.72 -2.57 -0.81
O -3.97 -2.58 -0.16
O -3.24 -0.74 -1.47
N -2.54 -0.92 0.98
C 7.38 -2.81 -6.39
C -7.66 -0.30 5.61
C 7.41 3.55 -1.29
C -1.62 5.51 3.41
C 7.45 -1.72 -4.25
C -8.99 -0.23 -2.06
C 1.02 4.72 3.05
C 2.52 0.28 1.14
C 6.85 -0.59 -4.80
C -1.65 -6.79 1.19
C 5.88 5.39 -1.05
C -7.78 0.61 2.99
C 6.07 -0.42 0.07
C -1.39 -5.69 0.38
C -6.65 -0.06 3.45
C 6.39 2.77 -1.82
C -0.76 5.44 4.50
C 3.90 0.68 0.70
C 0.64 -7.48 0.98
C 5.11 3.30 -1.97
C -6.80 -0.78 -1.22
C -1.15 1.08 0.14
C 4.63 -0.04 -0.20
C -6.59 -0.51 4.76
C -1.16 5.18 2.14
C 6.52 -0.57 -6.15
C 7.15 4.86 -0.91
C 4.05 -0.55 -1.50
C 0.42 -0.34 -1.23
C -8.76 -1.44 0.01
C -0.64 -7.68 1.49
C -8.85 0.82 3.85
C -7.37 -1.40 -0.12
C -9.56 -0.86 -0.96
C 0.90 -6.39 0.17
C -2.36 0.55 0.92
C -8.79 0.37 5.16
C 7.71 -2.83 -5.04
C -0.12 -5.49 -0.14
C 0.16 4.79 1.96
C 6.78 -1.68 -6.94
C -7.61 -0.19 -2.19
C 4.86 4.61 -1.59
C 0.55 5.05 4.32
C 1.32 1.12 0.59
C 0.14 0.21 0.18
H -0.90 2.04 0.60
H 1.61 1.77 -0.24
H 6.66 0.27 -4.19
H 0.84 -1.35 -1.23
H -2.65 5.82 3.55
H 4.32 2.69 -2.38
H 2.05 4.42 2.91
H -0.48 -0.35 -1.85
H -5.71 -1.04 5.11
H -6.74 -1.85 0.64
H -9.73 1.34 3.50
H 3.87 5.02 -1.70
H 0.08 -4.64 -0.77
H -1.83 5.24 1.29
H -1.42 1.33 -0.88
H -1.13 5.69 5.49
H -7.82 0.96 1.97
H 6.06 0.31 -6.58
H 2.35 -0.76 0.87
H -5.72 -0.75 -1.32
H -7.62 -0.66 6.64
H 0.11 -0.57 0.94
H 2.47 0.37 2.23
H 6.19 -0.70 1.10
H -1.79 -1.39 1.46
H -2.65 -6.95 1.58
H -9.20 -1.92 0.87
H -2.32 0.91 1.95
H -5.81 -0.22 2.78
H 5.68 6.41 -0.75
H 7.58 -3.67 -7.01
H 1.22 4.99 5.17
H -3.26 0.97 0.49
H 7.70 -1.73 -3.20
H -2.18 -4.99 0.14
H 1.13 0.31 -1.74
H 8.40 3.14 -1.18
H 0.98 1.76 1.41
H 3.44 0.20 -2.00
H 4.38 1.56 1.12
H 6.77 0.40 -0.15
H -7.16 0.29 -3.04
H -0.84 -8.54 2.12
H -9.62 0.23 -2.81
H 7.95 5.47 -0.50
H 1.89 -6.24 -0.23
H -10.64 -0.89 -0.86
H 6.52 -1.67 -7.99
H 3.52 -1.50 -1.35
H 6.33 -1.25 -0.59
H -9.62 0.54 5.83
H 1.43 -8.18 1.22
H 6.59 1.75 -2.11
H 8.17 -3.70 -4.61
H 4.89 -0.77 -2.16
H 0.52 4.53 0.98
```

Summary:
E_HOMO = -7.9 eV
SMILES = CC(C)=CCC[C@H](C)CCNS(=O)(=O)F.c1ccccc1.c1ccccc1.c1ccccc1.c1ccccc1.c1ccccc1.c1ccccc1
Orbital gap = 0.3058 Eh
E = -2489.6101 hartree
Charge = 0

Results of the Mulliken charge analysis, in e, for atoms 1 through 99: 1.160 -0.124 -0.623 -0.591 -0.277 -0.426 -0.315 -0.632 -0.443 -0.336 -0.354 -0.409 -1.071 0.021 -0.576 -0.431 -0.461 -1.393 -0.258 -0.251 0.045 -0.376 -0.526 -0.387 -0.234 -0.162 -0.778 0.699 -0.519 -0.418 -0.625 -0.368 -1.095 -1.712 -0.484 -0.320 -0.387 -0.382 -0.473 -0.413 -1.002 -0.431 -0.429 -0.401 -0.298 -0.334 -0.557 -0.548 -0.440 -0.693 0.958 0.005 0.429 0.306 0.099 0.379 0.339 0.418 0.521 0.357 0.514 0.374 0.404 0.403 0.406 0.608 0.367 0.429 0.373 0.487 0.367 0.357 0.540 0.509 0.421 0.395 0.377 0.394 0.465 0.486 0.374 0.358 0.370 0.433 0.365 0.482 0.340 0.386 0.164 0.044 0.392 0.210 0.384 0.357 0.366 0.371 0.364 0.379 0.363